(1)
Density functional theory data (wB97M-V/def2-TZVPD) for one molecule with the formula C5H6O.

Calculated values
Strongest force on any atom = 0.5 eV/Å
HOMO-LUMO gap = 10.7 eV
HOMO level = -10.35 eV

```
12
Properties=species:S:1:pos:R:3:nbo_charge:R:1
C 1.142 -0.487 -1.362 -0.59
C -0.087 0.431 -1.316 -0.49
C -0.589 0.425 0.060 0.12
C -0.824 0.270 1.235 -0.17
C -1.042 0.052 2.651 0.37
O -0.378 -0.715 3.312 -0.49
H 1.929 -0.073 -0.726 0.21
H 0.881 -1.469 -0.956 0.22
H 1.530 -0.609 -2.377 0.21
H -0.869 0.081 -2.001 0.24
H 0.168 1.454 -1.619 0.24
H -1.863 0.640 3.098 0.13
```

***

(2)
Density functional theory data (wB97M-V/def2-TZVPD) for C7H23FN7O4Tl as an isolated structure at a distorted geometry.

Calculated values
<S²> = 1.766
Multiplicity = 2
Strongest force on any atom = 8.1 eV/Å
HOMO-LUMO gap (spin up / spin down) = 3.9 / 2.4 eV
HOMO level (spin up / spin down) = -17.72 / -17.39 eV
Total charge = +3

```
43
Properties=species:S:1:pos:R:3:nbo_charge:R:1
Tl 2.411 -0.868 -2.177 1.01
F -0.247 -0.200 -1.121 -0.90
C -1.896 0.825 -3.993 0.70
O -2.338 0.756 -5.125 -0.03
N -1.179 1.828 -3.578 -0.73
N -2.033 -0.147 -3.140 -0.78
H -0.726 2.386 -4.287 0.44
H -0.902 2.022 -2.626 0.47
H -2.187 -1.048 -3.571 0.42
H -1.584 -0.047 -2.241 0.45
C -1.291 3.024 -0.149 0.75
O -0.469 3.152 -1.056 -0.72
N -1.577 1.881 0.390 -0.85
N -2.018 4.025 0.135 -0.76
H -2.415 1.933 0.953 0.40
H -1.230 1.089 -0.132 0.42
H -2.942 3.842 0.500 0.39
H -1.927 4.914 -0.334 0.44
C -1.988 -1.920 1.774 0.70
O -2.455 -2.344 2.787 -0.01
N -2.639 -1.772 0.660 -0.76
N -0.830 -1.320 1.690 -0.73
H -3.480 -2.330 0.605 0.43
H -2.405 -1.343 -0.224 0.45
H -0.546 -0.856 0.839 0.47
H -0.070 -1.573 2.306 0.41
C 1.680 0.917 1.408 -0.69
C 2.877 -0.010 1.684 -0.11
C 2.543 -1.582 1.772 -0.06
O 1.898 -2.044 0.612 -0.57
C 1.344 -3.367 0.706 -0.26
N 3.753 0.209 0.490 -0.37
H 2.033 1.930 1.603 0.26
H 0.788 0.866 2.033 0.26
H 1.287 0.974 0.393 0.26
H 3.401 0.299 2.588 0.33
H 1.808 -1.733 2.561 0.18
H 3.400 -2.224 1.981 0.23
H 2.125 -4.082 0.445 0.23
H 0.553 -3.397 -0.042 0.21
H 0.895 -3.548 1.683 0.19
H 4.577 -0.301 0.772 0.41
H 4.004 1.185 0.425 0.43
```

***

(3)
Density functional theory data (wB97M-V/def2-TZVPD) for C26H25IMnN3O2S3 as an isolated structure.

Calculated values
<S²> = 6.102
Multiplicity = 5
Strongest force on any atom = 0.4 eV/Å
HOMO-LUMO gap (spin up / spin down) = 6.7 / 8.2 eV
HOMO level (spin up / spin down) = -7.72 / -7.85 eV

```
61
Properties=species:S:1:pos:R:3:nbo_charge:R:1
Mn 0.101 -0.369 0.179 1.18
C -0.684 1.881 -1.892 -0.42
N -1.381 0.751 -1.248 -0.52
C -1.711 -0.293 -2.231 -0.22
C -1.990 -1.605 -1.533 -0.23
N -0.753 -2.144 -0.905 -0.51
C -1.122 -3.227 0.038 -0.41
C 0.145 -2.676 -1.940 0.17
C -0.225 -3.805 -2.668 -0.26
C 0.607 -4.318 -3.646 -0.22
C 1.823 -3.693 -3.902 -0.20
C 2.187 -2.568 -3.190 -0.22
C 1.352 -2.037 -2.199 -0.19
S 1.838 -0.588 -1.336 -0.15
C -2.572 1.193 -0.536 0.20
C -3.504 1.999 -1.179 -0.24
C -4.640 2.438 -0.523 -0.22
C -4.849 2.059 0.797 -0.20
C -3.931 1.249 1.439 -0.21
C -2.785 0.800 0.782 -0.18
S -1.683 -0.276 1.637 -0.21
H -1.252 2.276 -2.740 0.18
H 0.287 1.537 -2.245 0.22
H -0.550 2.667 -1.154 0.25
H -0.862 -0.401 -2.910 0.22
H -2.585 -0.004 -2.828 0.20
H -2.384 -2.337 -2.245 0.20
H -2.727 -1.466 -0.742 0.23
H -1.759 -3.966 -0.452 0.19
H -1.660 -2.791 0.877 0.24
H -0.218 -3.718 0.390 0.21
H -1.172 -4.290 -2.472 0.21
H 0.310 -5.197 -4.202 0.22
H 2.486 -4.084 -4.663 0.22
H 3.129 -2.074 -3.392 0.22
H -3.335 2.296 -2.207 0.21
H -5.351 3.074 -1.033 0.21
H -5.728 2.399 1.330 0.21
H -4.088 0.957 2.469 0.22
S 2.178 -2.273 3.940 0.49
C 2.791 -3.059 2.552 -0.44
C 2.115 -2.644 1.454 -0.04
N 1.119 -1.732 1.703 -0.53
C 1.051 -1.448 2.976 -0.13
H 3.606 -3.760 2.607 0.25
H 2.304 -2.949 0.436 0.24
H 0.346 -0.738 3.383 0.26
I 5.425 5.389 4.250 0.14
C 3.897 4.385 3.251 -0.14
C 2.637 4.962 3.172 -0.26
C 1.627 4.288 2.503 -0.14
C 1.868 3.048 1.925 -0.16
C 3.134 2.484 2.014 -0.15
C 4.156 3.150 2.674 -0.26
C 0.739 2.350 1.210 0.78
O -0.347 2.880 1.069 -0.63
O 1.049 1.148 0.816 -0.82
H 2.448 5.925 3.625 0.22
H 0.636 4.714 2.420 0.24
H 3.315 1.520 1.558 0.23
H 5.143 2.712 2.737 0.22
```

***

(4)
Density functional theory data (wB97M-V/def2-TZVPD) for C5H10N2O as an isolated structure at a distorted geometry.

Calculated values
Strongest force on any atom = 4.9 eV/Å
HOMO-LUMO gap = 6.8 eV
HOMO level = -8.81 eV

```
18
Properties=species:S:1:pos:R:3:mulliken_charge:R:1
C -1.000 0.276 -1.890 -1.22
C -0.877 0.446 -0.376 -0.46
C 0.276 -0.404 0.109 0.18
C -0.034 -1.802 0.681 -0.03
N -1.135 -1.952 1.353 -0.69
C 0.967 -0.519 1.565 -0.33
N 1.096 0.691 1.343 -0.26
H -0.028 0.488 -2.339 0.32
H -1.711 0.913 -2.413 0.37
H -1.309 -0.748 -2.129 0.32
H -0.686 1.497 -0.178 0.44
H -1.721 0.151 0.245 0.48
H 0.660 -2.608 0.473 0.45
H -1.018 -1.644 2.314 0.27
H 1.618 -1.234 2.064 0.36
H 1.405 1.393 0.477 0.44
H 1.876 2.980 -0.544 0.22
O 1.622 2.076 -0.755 -0.85
```

***

(5)
Density functional theory data (wB97M-V/def2-TZVPD) for one molecule with the formula C6H8FN at a distorted geometry.

Calculated values
Strongest force on any atom = 4.3 eV/Å
HOMO-LUMO gap (spin up / spin down) = 7.7 / 7.4 eV
HOMO level (spin up / spin down) = -7.52 / -6.96 eV

```
16
Properties=species:S:1:pos:R:3:nbo_charge:R:1
C -1.073 0.576 1.073 -0.39
C 0.134 1.294 1.048 -0.16
C -1.619 -0.011 -0.005 0.35
C 0.876 1.074 -0.213 -0.45
C 1.318 -0.417 -0.396 -0.50
C 0.338 -1.524 -0.479 0.22
N -2.479 -0.093 -0.882 -0.62
F 0.312 -2.208 0.663 -0.34
H -1.617 0.323 1.994 0.25
H 0.582 1.684 2.036 0.22
H 0.125 1.413 -0.902 0.22
H 1.732 1.710 -0.274 0.22
H 1.950 -0.334 -1.343 0.23
H 1.872 -0.701 0.467 0.23
H -0.125 -1.905 -1.301 0.15
H -2.325 -0.882 -1.488 0.36
```

***

(6)
Density functional theory data (wB97M-V/def2-TZVPD) for a 6-piece molecular cluster, C10H28Br10N2OP2Si overall.

Calculated values
Strongest force on any atom = 0.9 eV/Å
HOMO-LUMO gap = 8.3 eV
HOMO level = -8.13 eV

```
54
Properties=species:S:1:pos:R:3:nbo_charge:R:1
N 4.300 -3.565 1.459 -1.29
P 3.739 -4.225 0.157 0.93
Si 1.802 -3.249 -0.502 0.38
P 0.580 -3.128 1.441 0.92
N -0.930 -3.513 0.716 -1.19
O 0.337 -1.517 1.630 -1.01
H 3.669 -2.821 1.733 0.36
H 3.483 -5.596 0.279 -0.07
H 4.613 -4.198 -0.944 -0.06
H 1.054 -4.089 -1.480 -0.13
H 2.129 -1.917 -1.058 -0.14
H -0.952 -4.429 0.279 0.39
H -1.667 -3.476 1.412 0.39
H 0.268 -1.062 0.777 0.50
Br 2.082 2.191 5.170 -0.01
C 0.290 1.471 4.969 -0.45
C 0.145 0.731 3.670 -0.44
Br 0.031 1.852 2.092 -0.04
H -0.400 2.297 5.100 0.23
H 0.166 0.754 5.776 0.23
H -0.765 0.137 3.670 0.23
H 0.993 0.083 3.492 0.25
Br -2.300 0.086 -2.587 -0.02
C -1.332 1.463 -1.618 -0.46
C 0.107 1.562 -2.042 -0.46
Br 1.164 0.102 -1.319 0.00
H -1.428 1.228 -0.564 0.24
H -1.856 2.390 -1.835 0.25
H 0.548 2.472 -1.641 0.23
H 0.229 1.537 -3.119 0.23
Br -4.077 -4.139 -0.450 -0.03
C -3.445 -2.556 -1.383 -0.46
C -3.212 -2.816 -2.846 -0.44
Br -1.602 -3.861 -3.154 -0.01
H -2.537 -2.254 -0.871 0.25
H -4.218 -1.803 -1.251 0.23
H -3.062 -1.877 -3.372 0.22
H -4.028 -3.366 -3.300 0.23
Br -2.662 4.547 0.075 -0.01
C -3.528 5.771 -1.163 -0.45
C -4.712 5.152 -1.853 -0.45
Br -4.197 3.896 -3.243 -0.01
H -2.768 6.090 -1.867 0.23
H -3.847 6.617 -0.560 0.23
H -5.292 5.922 -2.355 0.23
H -5.348 4.607 -1.164 0.23
Br 3.330 -0.017 1.921 -0.01
C 4.589 1.199 1.083 -0.45
C 5.027 0.721 -0.275 -0.46
Br 6.279 -0.757 -0.175 0.00
H 5.418 1.311 1.773 0.23
H 4.060 2.144 0.988 0.23
H 5.543 1.519 -0.802 0.23
H 4.187 0.376 -0.868 0.23
```

***

(7)
Density functional theory data (wB97M-V/def2-TZVPD) for C2CaF5NO4S2 as an isolated structure at a distorted geometry.

Calculated values
Strongest force on any atom = 5.2 eV/Å
HOMO-LUMO gap = 6.5 eV
HOMO level = -8.20 eV

```
15
Properties=species:S:1:pos:R:3:nbo_charge:R:1
Ca -2.142 1.362 -0.356 1.76
F -0.304 2.278 -2.223 -0.45
N 0.676 -1.057 -0.369 -1.18
S -0.719 -0.980 -1.209 2.14
O -0.814 -2.177 -2.036 -0.84
O -1.885 -0.785 -0.267 -1.07
C -0.690 0.748 -1.976 -0.08
F -0.947 0.466 -3.282 -0.35
S 1.073 0.160 0.536 2.18
O 0.072 1.297 0.291 -1.08
O 2.466 0.544 0.427 -0.87
C 0.837 -0.366 2.308 0.75
F -0.434 -0.323 2.640 -0.31
F 1.277 -1.603 2.428 -0.29
F 1.533 0.435 3.088 -0.30
```

***

(8)
Density functional theory data (wB97M-V/def2-TZVPD) for C7H10BrFHfINO9P2S as an isolated structure at a distorted geometry.

Calculated values
Strongest force on any atom = 1.6 eV/Å
HOMO-LUMO gap = 5.8 eV
HOMO level = -21.03 eV
Total charge = +4

```
34
Properties=species:S:1:pos:R:3:nbo_charge:R:1
O -5.198 0.649 -0.144 -0.03
N -4.541 -0.116 -0.604 0.52
O -2.947 0.356 -0.478 -0.64
C -2.208 -0.208 -1.523 -0.07
C -0.764 0.364 -1.366 -0.30
C -0.396 0.451 0.129 -0.70
P 0.128 2.153 0.703 1.90
O 1.271 2.711 -0.221 -0.94
O -1.056 3.146 0.552 -0.91
C 0.770 -0.332 0.687 0.07
C 0.811 -1.835 0.859 -0.63
C -0.008 -2.404 2.032 0.38
O 0.557 -2.732 3.015 -0.44
I -2.090 -2.573 1.797 0.26
P 0.870 0.705 2.337 1.32
O 1.953 0.304 3.386 -0.89
Br -0.892 0.721 3.455 0.19
O 2.028 0.047 -0.124 -0.77
S 2.011 -0.421 -1.638 2.20
O 2.848 0.557 -2.328 -0.88
O 2.721 -1.705 -1.718 -0.91
C 0.226 -0.413 -2.260 0.09
F 0.358 0.157 -3.443 -0.25
H -2.225 -1.310 -1.551 0.20
H -2.572 0.139 -2.501 0.23
H -0.796 1.372 -1.803 0.29
H -1.285 0.226 0.746 0.39
H 2.089 3.052 0.182 0.57
H -1.479 3.615 1.303 0.60
H 1.847 -2.125 1.067 0.27
H 0.497 -2.359 -0.055 0.28
H 2.787 -0.136 3.121 0.57
H -0.028 -1.475 -2.383 0.26
Hf 4.713 -0.582 -1.231 1.76
```